57
Properties=species:S:1:pos:R:3:forces:R:3 method="wB97M-V/def2-TZVPD" gap_ha=0.3350 relative_energy_kj_mol=258.2 homo_energy_ev=-8.45 charge=0 smiles="O=C1NCCN(Cc2cccc(Oc3ccccc3)c2)[C@@H]1CC(=O)N1CCCCO1" total_energy_ev=-36948.781
O -2.269717 -0.023329 1.353402 -0.35 0.23 0.01
C -1.361788 -0.745744 0.982332 0.20 -0.28 0.06
N -0.263080 -0.933933 1.737384 0.15 -0.03 0.41
H -0.224119 -0.393685 2.591739 -0.16 0.02 -0.16
C 0.952314 -1.617176 1.352620 0.35 -0.11 -0.16
C 0.757458 -2.421786 0.054690 0.06 -0.05 0.25
N -0.111353 -1.790085 -0.908165 -0.14 -0.02 -0.09
C -1.412794 -1.561131 -0.305882 -0.34 -0.13 -0.17
C -2.467095 -1.001837 -1.259226 0.16 -0.03 0.41
C -3.833219 -1.223245 -0.629632 0.39 0.26 -0.44
O -4.150344 -2.275095 -0.108950 0.02 -0.30 0.14
N -4.720907 -0.213066 -0.764274 -0.50 0.30 0.08
C -5.989147 -0.200610 -0.070574 -0.15 0.00 0.23
H -6.171445 -1.217887 0.275461 -0.01 0.11 -0.10
C -5.918291 0.789162 1.093880 -0.05 0.08 -0.23
C -5.498254 2.154557 0.550698 0.23 -0.24 -0.09
C -4.190172 1.981977 -0.217459 -0.08 0.30 0.52
H -3.887534 2.899980 -0.724163 -0.01 -0.06 0.00
H -3.401317 1.646559 0.465608 -0.06 0.06 -0.16
O -4.346952 1.029381 -1.270607 0.06 -0.37 -0.36
H -5.353002 2.868606 1.361137 0.00 0.08 0.00
H -6.267848 2.539620 -0.122529 -0.02 0.07 0.01
H -6.884788 0.847436 1.594695 -0.02 -0.03 0.04
H -5.169757 0.438372 1.806976 -0.03 -0.05 0.06
H -6.767411 0.096013 -0.781541 0.03 -0.05 0.05
H -2.322492 0.055260 -1.470965 0.03 -0.10 -0.06
H -2.432342 -1.565540 -2.193528 -0.01 0.00 0.00
H -1.785216 -2.552972 0.001229 0.05 0.21 -0.01
C 0.486871 -0.728388 -1.702750 0.00 -0.08 -0.07
C 1.073282 0.446884 -0.953470 0.07 0.18 -0.03
C 2.451566 0.545987 -0.805010 0.18 0.11 -0.07
C 3.013079 1.600876 -0.095787 -0.47 0.00 -0.05
C 2.188841 2.570611 0.468218 0.35 -0.13 0.00
C 0.820236 2.481376 0.305461 -0.06 -0.05 -0.02
C 0.261854 1.431209 -0.403293 0.04 0.01 -0.10
H -0.807778 1.389015 -0.532512 -0.17 -0.02 0.00
H 0.180577 3.238783 0.732802 -0.05 0.08 0.04
H 2.639203 3.387121 1.010054 0.06 0.09 0.06
O 4.364114 1.794560 0.017759 0.07 0.19 0.05
C 5.229785 0.731909 0.003827 0.37 -0.34 0.00
C 4.958036 -0.473809 0.641622 -0.18 0.24 0.05
C 5.906070 -1.480436 0.641271 0.04 -0.02 -0.02
C 7.128404 -1.293296 0.019244 0.10 -0.10 0.00
C 7.405538 -0.085021 -0.598718 0.01 -0.07 0.02
C 6.463067 0.925334 -0.610555 -0.34 0.16 0.04
H 6.663242 1.872655 -1.086320 0.01 0.10 -0.06
H 8.360024 0.071112 -1.078576 0.07 0.02 -0.04
H 7.863820 -2.083187 0.022131 0.07 -0.06 0.00
H 5.687245 -2.414281 1.137867 -0.01 -0.07 0.04
H 4.013822 -0.615547 1.147249 -0.06 0.00 0.02
H 3.096127 -0.194325 -1.259287 0.02 -0.07 -0.03
H -0.275921 -0.373288 -2.397504 0.09 -0.01 -0.05
H 1.279436 -1.202706 -2.291809 -0.06 0.12 -0.03
H 1.730954 -2.600223 -0.406544 0.02 -0.06 0.05
H 0.311559 -3.391515 0.299730 0.09 0.02 0.01
H 1.254122 -2.291947 2.161562 0.02 0.03 -0.12
H 1.743420 -0.869248 1.218992 -0.08 -0.16 0.05